DFT (the ωB97M-V functional and the def2-TZVPD basis) results for a cluster of 2 separate species, C32H52F9N4O3 in total at a distorted geometry.

The geometry in XYZ format:
```
100
Properties=species:S:1:pos:R:3:mulliken_charge:R:1
C -2.0644 6.1360 0.3435 -0.6776
C -1.8304 5.6690 1.5418 -0.1782
N -1.0086 4.5030 1.6664 0.5219
N 0.3333 4.6610 1.5759 -0.4095
C 0.8698 3.4671 1.6895 -0.2323
N -0.0393 2.5568 1.8493 -0.4546
C -1.2176 3.1882 1.8603 0.5833
N -2.3910 2.6264 2.0301 0.3647
C -2.4538 1.1392 2.1928 -1.6195
C -2.1677 0.7580 3.6506 -0.1699
C -2.8082 -0.6068 4.0090 -1.1910
C -1.8645 -1.8417 4.1088 -0.6674
C -1.4226 -2.3259 2.7272 0.2747
C -0.2616 -3.3541 2.7809 -1.0822
C 1.1663 -2.8088 2.5913 -0.7066
C 1.4598 -2.2593 1.1953 -0.3022
C 2.1413 -3.2666 0.2294 -1.1031
C 1.3518 -3.3606 -1.1001 -0.2064
C 1.6146 -4.7040 -1.8213 -1.3325
C 1.6863 -4.4598 -3.3595 -0.6215
C 3.1674 -4.2816 -3.7416 -0.4785
C 3.4175 -3.2554 -4.8739 -0.9375
C 2.2948 -3.1856 -5.9121 -0.4512
C 2.6910 -2.2718 -7.0875 -0.7301
C 1.4068 -1.6835 -7.7300 -0.3997
C 1.5877 -1.5165 -9.2336 -1.3397
C -3.6535 3.3199 2.0788 -1.5194
C -4.3338 3.4116 0.6970 -0.3190
C -5.8329 3.3546 0.7634 0.6229
F -6.2617 2.2799 1.4421 -0.3249
F -6.3276 3.2256 -0.4833 -0.3035
C -6.5214 4.5894 1.3853 0.6790
F -6.0114 4.9185 2.5747 -0.2912
F -7.8006 4.2488 1.6055 -0.3224
C -6.5497 5.8643 0.4706 0.6371
F -6.2508 6.9134 1.2495 -0.3180
F -5.6301 5.8446 -0.5003 -0.3240
C -7.9314 6.1954 -0.1585 0.6501
F -8.4265 5.2029 -0.8616 -0.2194
F -7.7089 7.2040 -1.0108 -0.2600
F -8.7770 6.6486 0.7339 -0.2348
H -2.6298 7.0371 0.1893 0.3589
H -1.6818 5.5938 -0.5087 0.3011
H -2.2227 6.1974 2.3972 0.3994
H 0.7955 5.5451 1.4504 0.1926
H 1.9229 3.3089 1.6606 0.6120
H -1.7607 0.6962 1.4867 0.4350
H -3.4478 0.8342 1.8813 0.5867
H -1.0989 0.7719 3.8358 0.3084
H -2.6708 1.4946 4.2758 0.4707
H -3.2843 -0.4820 4.9798 0.4157
H -3.6177 -0.8162 3.3105 0.4040
H -2.4853 -2.6045 4.5753 0.3640
H -1.0276 -1.5685 4.7473 0.2729
H -2.2708 -2.7178 2.1716 0.3745
H -1.0645 -1.4571 2.1757 -0.3499
H -0.4306 -4.0026 1.9172 0.3546
H -0.3236 -3.9500 3.6878 0.4406
H 1.8945 -3.5827 2.8162 0.5298
H 1.2712 -1.9651 3.2765 0.2297
H 2.1005 -1.3910 1.3012 0.3808
H 0.5512 -1.9150 0.7007 0.2252
H 3.0953 -2.8234 -0.0536 0.1189
H 2.2991 -4.2459 0.6718 0.5930
H 0.2815 -3.2951 -0.9157 0.3593
H 1.6790 -2.5182 -1.7054 0.3479
H 0.8456 -5.4290 -1.5701 0.4349
H 2.5646 -5.0741 -1.4413 0.5393
H 1.2375 -5.3199 -3.8461 0.4477
H 1.1204 -3.5537 -3.5333 0.2894
H 3.6793 -3.9199 -2.8510 0.3130
H 3.6052 -5.2345 -4.0234 0.3274
H 4.3276 -3.5515 -5.3951 0.2472
H 3.5384 -2.2547 -4.4615 0.3475
H 1.9695 -4.1658 -6.2575 0.2691
H 1.4212 -2.7160 -5.4617 0.3570
H 3.2951 -2.8085 -7.8140 0.4051
H 3.2798 -1.4572 -6.6655 0.3559
H 1.2102 -0.7386 -7.2271 0.3202
H 0.5952 -2.3635 -7.4833 0.3128
H 1.6245 -2.4789 -9.7322 0.3529
H 0.7620 -0.9345 -9.6413 0.3731
H 2.4832 -0.9328 -9.4335 0.3311
H -4.3168 2.7147 2.6906 0.6834
H -3.6167 4.2874 2.5672 0.3631
H -3.9598 4.2367 0.1027 0.2242
H -4.0247 2.5090 0.1679 0.4387
C 7.6237 -2.3477 3.6358 -1.4646
C 6.7032 -1.5712 2.7294 0.4984
C 6.7826 -0.0739 2.8962 -0.4974
O 5.4626 0.3374 2.4923 -0.3169
C 4.6241 -0.7035 2.7631 0.5938
O 3.4334 -0.6266 2.7451 -0.5388
O 5.3175 -1.8176 3.0521 -0.3314
H 7.4566 -3.4177 3.5210 0.3612
H 8.6664 -2.1295 3.4075 0.3918
H 7.4316 -2.1067 4.6821 0.3574
H 6.8616 -1.8653 1.6889 0.2570
H 7.5424 0.3855 2.2695 0.3113
H 6.9374 0.2335 3.9323 0.3136
```

Output
Largest force on an atom   1.81 eV/A
Highest occupied orbital energy   -0.4199 Ha
Spin multiplicity   1
Charge   +1
E   -70581.0879 eV
HOMO-LUMO gap   8.8230 eV

***

DFT (the ωB97M-V functional and the def2-TZVPD basis) results for a structure of composition C4H10O.

The geometry in XYZ format:
```
15
Properties=species:S:1:pos:R:3:mulliken_charge:R:1
C -0.3178 -2.0332 -0.1926 -1.0662
C -0.8539 -0.8038 0.5496 -0.3187
C -0.6836 0.4998 -0.1895 -0.5865
C 0.3822 2.1945 0.0436 -0.5324
O 0.8606 0.6281 -0.4859 -0.3491
H 0.7390 -1.8944 -0.4473 0.2595
H -0.8693 -2.1981 -1.1250 0.2825
H -0.3937 -2.9448 0.4109 0.3385
H -1.9298 -0.9138 0.7375 0.3231
H -0.3789 -0.7439 1.5377 0.2159
H -1.1488 0.4320 -1.1876 0.2610
H -0.4337 2.7652 -0.3789 0.3012
H 0.3393 2.1657 1.1213 0.2546
H 1.3508 2.6225 -0.2955 0.2786
H 1.0487 0.6121 -1.4388 0.3380
```

Output
Largest force on an atom   0.58 eV/A
Highest occupied orbital energy   -0.2496 Ha
Spin multiplicity   1
E   -6352.0541 eV
HOMO-LUMO gap   7.6189 eV
Energy relative to the best compared isomer or geometry (same formula, charge and spin)   132.6 kcal per mole

***

DFT (the ωB97M-V functional and the def2-TZVPD basis) results for a structure of composition C12H14N5O3Pt.

The geometry in XYZ format:
```
35
Properties=species:S:1:pos:R:3:mulliken_charge:R:1
Pt 0.1086 0.8441 -0.5034 0.7453
O -0.2551 2.5281 -1.4964 -0.2983
C -0.7661 2.4337 -2.8610 -0.1494
C -0.8176 0.9793 -3.2173 0.4895
C -1.1893 0.5913 -4.4896 -0.7974
C -1.1776 -0.7528 -4.8207 -0.2285
C -0.7779 -1.6792 -3.8652 -0.7793
C -0.4286 -1.2365 -2.6125 0.2810
N -0.4619 0.0695 -2.2793 -0.2505
H -0.0288 3.4226 -1.1969 0.3607
H -0.0887 2.9756 -3.5210 0.3887
H -1.7562 2.8900 -2.8823 0.3462
H -1.4739 1.3415 -5.2163 0.4390
H -1.4630 -1.0732 -5.8142 0.4777
H -0.7327 -2.7354 -4.0895 0.4303
H -0.1069 -1.9271 -1.8496 0.2487
N 0.7139 -3.5956 4.1822 -0.2999
C 0.6482 -2.5609 3.3603 0.7052
O 0.6507 -1.3716 3.5813 -0.4852
C 0.5566 -2.8935 1.8486 0.8250
C 0.5991 -4.1538 1.2666 -0.3095
N 0.6062 -5.2138 0.7919 -0.0120
C 0.4515 -1.7521 1.0539 0.6906
N 0.3504 -0.7793 0.4334 -0.7494
H 0.7113 -4.5621 3.8871 0.2088
H 0.7697 -3.4159 5.1798 0.2973
C 1.5401 2.8877 3.0891 -1.2185
C 0.5139 2.1883 2.2653 0.9811
N -0.6499 1.8901 2.7933 -0.2894
O 0.8139 1.9081 1.0560 -0.6301
H 1.9210 2.1975 3.8452 0.3513
H 1.0995 3.7402 3.6063 0.4280
H 2.3632 3.2170 2.4632 0.3433
H -0.8581 2.1522 3.7471 0.2459
H -1.3856 1.4462 2.2650 0.2139
```

Output
Largest force on an atom   0.32 eV/A
Highest occupied orbital energy (spin up / spin down)   -0.7125 / -0.7125 Ha
Spin multiplicity   1
Charge   +3
E   -29479.5737 eV
HOMO-LUMO gap (spin up / spin down)   4.1535 / 4.1672 eV
Energy relative to the best compared isomer or geometry (same formula, charge and spin)   26.7 kcal per mole

***

DFT (the ωB97M-V functional and the def2-TZVPD basis) results for an isolated molecule of C3H5NO2 at a distorted geometry.

The geometry in XYZ format:
```
11
Properties=species:S:1:pos:R:3:mulliken_charge:R:1
C 0.1960 -1.1191 -0.8774 -0.9179
C 0.7943 -0.3861 0.2554 0.6422
O 1.8445 -0.7703 0.7535 -0.5868
N 0.1314 0.6366 0.8935 -0.1005
C -0.8885 1.4028 0.3279 0.1038
O -1.2378 2.4317 0.8461 -0.5031
H -0.2425 -1.9853 -0.3624 0.2508
H -0.6195 -0.6901 -1.4558 0.3370
H 0.9129 -1.5059 -1.5913 0.2895
H 0.4692 0.9679 1.7874 0.2606
H -1.3600 1.0179 -0.5770 0.2245
```

Output
Largest force on an atom   2.51 eV/A
Highest occupied orbital energy   -0.3808 Ha
Spin multiplicity   1
E   -8777.4146 eV
HOMO-LUMO gap   11.0908 eV
Energy relative to the best compared isomer or geometry (same formula, charge and spin)   6.5 kcal per mole

***

- Look up the largest force on an atom of the fourth one.
  2.51 eV/A

***

- The highest E belongs to which entry?
  C4H10O

***

- Which formula does entry 4 have?
  C3H5NO2

***

Copy entry 4 word for word.
DFT (the ωB97M-V functional and the def2-TZVPD basis) results for an isolated molecule of C3H5NO2 at a distorted geometry.

The geometry in XYZ format:
```
11
Properties=species:S:1:pos:R:3:mulliken_charge:R:1
C 0.1960 -1.1191 -0.8774 -0.9179
C 0.7943 -0.3861 0.2554 0.6422
O 1.8445 -0.7703 0.7535 -0.5868
N 0.1314 0.6366 0.8935 -0.1005
C -0.8885 1.4028 0.3279 0.1038
O -1.2378 2.4317 0.8461 -0.5031
H -0.2425 -1.9853 -0.3624 0.2508
H -0.6195 -0.6901 -1.4558 0.3370
H 0.9129 -1.5059 -1.5913 0.2895
H 0.4692 0.9679 1.7874 0.2606
H -1.3600 1.0179 -0.5770 0.2245
```

Output
Largest force on an atom   2.51 eV/A
Highest occupied orbital energy   -0.3808 Ha
Spin multiplicity   1
E   -8777.4146 eV
HOMO-LUMO gap   11.0908 eV
Energy relative to the best compared isomer or geometry (same formula, charge and spin)   6.5 kcal per mole